1.
51
Properties=species:S:1:pos:R:3 method="wB97M-V/def2-TZVPD" homo_lumo_gap_ha="0.2239 / 0.2243" total_energy_ha=-3657.70998 lumo_energy_ev="-5.5 / -5.4" fmax_ev_per_a=3.0 charge=+1
O 0.111 0.277 -3.002
C 0.973 0.416 -4.179
C 0.074 1.517 -4.777
H 0.989 -0.537 -4.721
H 2.005 0.681 -3.902
C -0.860 1.232 -3.570
H -0.362 1.280 -5.760
H 0.543 2.516 -4.720
C -2.170 0.506 -3.849
H -2.038 -0.275 -4.626
H -2.941 1.218 -4.193
H -2.513 -0.020 -2.954
C -1.054 2.405 -2.629
H -0.096 2.917 -2.486
H -1.403 2.057 -1.653
H -1.786 3.126 -3.030
Pb 0.894 -1.889 -1.286
C 1.020 1.397 1.315
C 2.006 0.387 1.268
C 2.561 0.374 -0.053
H 2.321 -0.219 2.112
C 1.897 1.376 -0.810
C 0.936 1.994 0.030
H 0.263 2.801 -0.257
H 0.450 1.692 2.186
H 3.423 -0.204 -0.389
H 2.137 1.676 -1.829
C -1.531 -0.551 1.508
C -2.005 0.631 0.896
C -2.430 0.308 -0.419
H -2.054 1.629 1.346
C -2.148 -1.073 -0.650
C -1.625 -1.615 0.567
H -1.409 -2.666 0.766
H -1.159 -0.638 2.531
H -2.946 0.984 -1.108
H -2.358 -1.616 -1.569
O 0.312 -1.371 -6.449
C 0.055 -0.660 -7.688
C 0.700 -1.402 -8.878
H 0.455 0.362 -7.586
H -1.034 -0.536 -7.803
C 1.515 -2.567 -8.240
H 1.352 -0.752 -9.470
H -0.075 -1.790 -9.545
C 1.380 -2.338 -6.704
H 2.571 -2.512 -8.538
H 1.091 -3.552 -8.523
H 2.303 -1.922 -6.240
H 1.183 -3.266 -6.116
Br 1.762 -4.104 -2.396



2.
53
Properties=species:S:1:pos:R:3 method="wB97M-V/def2-TZVPD" e_above_lowest_kcal_mol=0.00 homo_lumo_gap_ha=0.2326 total_energy_ha=-1264.04708 lumo_energy_ev=2.4 fmax_ev_per_a=3.4 charge=-1
O 2.196 2.229 -1.356
C 3.527 1.774 -1.718
C 4.193 3.143 -1.734
H 3.557 1.237 -2.670
H 3.950 1.202 -0.906
C 2.742 3.580 -1.366
H 4.595 3.444 -2.715
H 4.924 3.230 -0.921
C 2.121 4.384 -2.482
H 2.249 3.860 -3.433
H 2.565 5.379 -2.590
H 1.063 4.480 -2.245
C 2.626 4.212 0.013
H 3.045 3.591 0.816
H 1.565 4.361 0.227
H 3.125 5.190 0.054
Cd -2.162 -1.362 0.301
C -3.382 -2.451 3.205
C -2.810 -3.541 2.501
C -1.521 -3.137 2.039
H -3.265 -4.515 2.319
C -1.272 -1.794 2.542
C -2.446 -1.386 3.250
H -2.584 -0.423 3.733
H -4.390 -2.416 3.609
H -0.752 -3.785 1.605
H -0.290 -1.315 2.557
C -5.143 -1.383 0.006
C -5.070 -0.088 0.582
C -4.102 0.664 -0.121
H -5.691 0.272 1.400
C -3.524 -0.176 -1.143
C -4.245 -1.438 -1.090
H -4.188 -2.212 -1.841
H -5.797 -2.188 0.316
H -3.832 1.699 0.064
H -2.795 0.107 -1.912
O 2.377 -0.113 -1.074
C 1.515 0.124 0.090
C 2.112 -0.737 1.199
H 0.460 -0.124 -0.130
H 1.582 1.172 0.373
C 2.596 -1.975 0.415
H 1.505 -0.996 2.063
H 3.013 -0.196 1.558
C 2.447 -1.537 -1.082
H 2.055 -2.901 0.639
H 3.655 -2.128 0.641
H 1.503 -1.983 -1.480
H 3.287 -1.803 -1.734
O -3.281 -3.993 -0.359
N -2.261 -4.079 -1.054
O -1.348 -3.164 -0.962



3.
58
Properties=species:S:1:pos:R:3 method="wB97M-V/def2-TZVPD" e_above_lowest_kcal_mol=0.00 homo_lumo_gap_ha="0.3119 / 0.3098" total_energy_ha=-2670.11232 lumo_energy_ev="-0.2 / -0.3" fmax_ev_per_a=0.9 multiplicity=5 charge=0
Cr 0.916 -0.303 0.306
O 1.823 1.524 5.795
C 0.758 0.746 5.729
O 0.103 0.451 6.697
C 0.344 0.245 4.383
C -0.815 -0.470 4.175
N -0.889 -0.742 2.869
N 0.156 -0.254 2.207
C 0.927 0.338 3.109
C 2.209 0.935 2.553
O 2.949 1.553 3.307
O 2.376 0.738 1.296
H 2.242 1.678 4.900
H -1.572 -0.779 4.880
H -1.619 -1.207 2.355
C 0.176 -4.607 -2.274
C 1.164 -4.202 -3.362
N 2.546 -4.605 -3.091
C 2.874 -6.021 -3.286
C 3.242 -6.330 -4.729
C 3.573 -3.767 -2.805
O 4.736 -4.131 -2.712
C 3.260 -2.322 -2.540
C 3.971 -1.344 -3.209
C 3.710 -0.016 -2.933
C 2.762 0.292 -1.976
N 2.091 -0.649 -1.303
C 2.342 -1.932 -1.587
H -0.775 -4.089 -2.417
H 0.556 -4.348 -1.283
H -0.023 -5.681 -2.287
H 1.128 -3.127 -3.518
H 0.872 -4.656 -4.310
H 2.009 -6.606 -2.970
H 3.703 -6.267 -2.631
H 2.407 -6.138 -5.408
H 3.525 -7.380 -4.832
H 4.092 -5.717 -5.035
H 4.726 -1.631 -3.933
H 4.240 0.779 -3.439
H 2.529 1.319 -1.724
H 1.763 -2.664 -1.037
C -0.850 1.552 -2.037
Si -1.865 0.349 -1.023
C -3.362 -0.130 -2.029
C -2.483 1.257 0.489
C -0.817 -1.105 -0.568
H -1.491 2.278 -2.549
H -0.272 1.015 -2.801
H -0.146 2.119 -1.412
H -3.984 0.737 -2.288
H -3.985 -0.845 -1.478
H -3.049 -0.614 -2.964
H -3.096 2.118 0.196
H -1.661 1.632 1.108
H -3.115 0.610 1.113
H -0.631 -1.660 -1.504
H -1.414 -1.787 0.066



4.
66
Properties=species:S:1:pos:R:3 method="wB97M-V/def2-TZVPD" e_above_lowest_kcal_mol=28.95 homo_lumo_gap_ha="0.2480 / 0.1887" total_energy_ha=-3923.87292 lumo_energy_ev="2.5 / 0.6" fmax_ev_per_a=2.4 multiplicity=4 charge=-1
Ti 0.303 -0.186 -0.043
C 0.929 3.356 -2.493
C 0.602 1.913 -2.223
O 0.313 1.587 -1.037
C 0.638 0.988 -3.290
C 0.256 -0.343 -3.198
C 0.394 -1.236 -4.391
N -0.247 -0.837 -2.053
N -0.891 -1.999 -2.183
C -1.303 -2.420 -0.963
O -1.115 -1.736 0.060
C -2.002 -3.718 -0.863
C -2.425 -4.148 0.392
C -3.077 -5.363 0.522
C -3.308 -6.153 -0.597
C -2.881 -5.728 -1.847
C -2.229 -4.513 -1.983
H 0.248 3.995 -1.928
H 1.940 3.547 -2.134
H 0.866 3.606 -3.552
H 0.991 1.352 -4.246
H 0.858 -0.702 -5.220
H 1.014 -2.091 -4.124
H -0.574 -1.622 -4.707
H -2.209 -3.526 1.252
H -3.397 -5.699 1.500
H -3.816 -7.104 -0.493
H -3.053 -6.349 -2.718
H -1.881 -4.168 -2.947
C -3.462 0.325 1.234
P -2.273 0.904 -0.019
C -3.161 0.560 -1.585
C -2.446 2.743 0.023
C -1.670 3.464 1.139
P -0.364 2.410 1.953
C -0.833 2.544 3.724
C 1.070 3.536 1.918
H -4.476 0.687 1.049
H -3.127 0.653 2.218
H -3.448 -0.765 1.235
H -4.150 1.024 -1.623
H -3.272 -0.518 -1.706
H -2.556 0.928 -2.416
H -3.510 2.995 0.068
H -2.095 3.066 -0.961
H -2.358 3.830 1.904
H -1.178 4.349 0.730
H -0.882 3.579 4.075
H -0.093 1.997 4.308
H -1.800 2.064 3.882
H 0.840 4.524 2.328
H 1.413 3.631 0.889
H 1.889 3.087 2.480
F 0.473 -2.115 2.412
C 0.169 -0.791 2.196
F 0.965 -0.133 3.116
F -1.093 -0.679 2.775
O 1.638 -1.637 -0.255
O 1.436 -2.867 -0.546
F 2.129 0.809 0.647
P 3.697 1.167 0.119
F 3.991 1.776 1.580
F 4.166 -0.276 0.589
F 3.157 2.627 -0.350
F 5.173 1.543 -0.391
F 3.287 0.599 -1.336



5.
53
Properties=species:S:1:pos:R:3 method="wB97M-V/def2-TZVPD" e_above_lowest_kcal_mol=0.00 homo_lumo_gap_ha="0.1906 / 0.2255" total_energy_ha=-3552.89592 lumo_energy_ev="-6.2 / -6.3" fmax_ev_per_a=1.9 charge=+2
Ga 0.643 -0.409 0.149
P -1.904 -0.520 -1.058
C -0.775 -0.948 -2.437
C 0.327 0.049 -2.737
N 1.039 0.432 -1.661
C 2.054 1.313 -1.742
C 2.409 1.822 -2.984
C 1.757 1.362 -4.134
C 0.721 0.442 -4.008
C 2.737 1.745 -0.451
P 2.511 0.534 0.887
H 0.170 0.037 -4.851
H 3.214 2.566 -3.008
H 2.063 1.719 -5.109
H 3.818 1.876 -0.630
H 2.288 2.688 -0.085
H -0.299 -1.939 -2.188
H -1.420 -1.023 -3.331
H 1.270 -2.969 -0.022
O 1.144 -2.498 -0.925
H 2.005 -2.566 -1.392
H 1.016 -1.965 1.551
O 1.415 -2.886 1.572
H 0.932 -3.400 2.282
C 3.918 -0.624 0.812
H 4.856 -0.058 0.932
H 3.789 -1.348 1.629
H 3.954 -1.164 -0.150
C 2.352 1.322 2.501
H 2.255 0.552 3.281
H 3.243 1.936 2.693
H 1.452 1.952 2.517
C -2.772 0.952 -1.501
H -3.639 0.643 -2.090
H -3.079 1.460 -0.581
H -2.128 1.626 -2.079
C -2.843 -2.007 -0.812
H -3.303 -1.967 0.180
H -3.604 -2.032 -1.597
H -2.203 -2.900 -0.874
C -1.233 -0.098 0.598
C -1.775 0.385 1.687
C -2.593 0.888 2.741
C -2.138 1.343 4.029
C -3.016 1.855 4.991
C -4.392 1.961 4.734
C -4.883 1.520 3.496
C -4.009 1.001 2.530
H -1.077 1.266 4.270
H -2.641 2.204 5.958
H -5.081 2.359 5.483
H -5.951 1.596 3.266
H -4.418 0.651 1.577



6.
55
Properties=species:S:1:pos:R:3 method="wB97M-V/def2-TZVPD" homo_lumo_gap_ha=0.3040 total_energy_ha=-1746.62456 lumo_energy_ev=-0.9 fmax_ev_per_a=0.6 charge=0
C 3.204 0.726 -0.659
C 2.239 1.907 -0.632
C 0.782 1.505 -0.715
O 0.470 1.232 -2.081
C -0.897 1.217 -2.393
C -1.453 -0.173 -2.284
C -2.470 -0.670 -1.583
C -3.486 -0.067 -0.670
I -2.490 0.428 1.159
C -4.393 1.025 -1.290
C -4.476 0.974 -2.815
I -3.993 3.045 -0.701
C -2.502 -2.150 -1.810
O -3.276 -2.947 -1.396
O -1.500 -2.478 -2.689
C -0.842 -1.303 -3.050
O 0.035 -1.304 -3.842
H 4.221 1.027 -0.407
H 3.215 0.263 -1.650
H 2.895 -0.038 0.062
H 2.435 2.564 -1.486
H 2.390 2.496 0.277
H 0.115 2.293 -0.342
H 0.603 0.602 -0.112
H -1.463 1.886 -1.731
H -1.011 1.575 -3.420
H -4.147 -0.874 -0.357
H -5.389 0.868 -0.881
H -4.457 -0.063 -3.163
H -3.655 1.511 -3.293
H -5.407 1.428 -3.153
C 6.463 -3.735 -0.668
C 6.283 -2.826 -1.876
C 7.144 -1.559 -1.798
C 6.813 -0.739 -0.632
N 6.553 -0.112 0.292
H 6.160 -3.231 0.251
H 5.860 -4.637 -0.770
H 7.505 -4.039 -0.557
H 5.236 -2.534 -1.975
H 6.553 -3.356 -2.791
H 7.010 -0.944 -2.689
H 8.203 -1.819 -1.735
C -4.456 -0.138 5.187
C -4.107 1.137 5.941
C -3.458 2.193 5.038
C -2.208 1.718 4.447
N -1.238 1.340 3.964
H -3.562 -0.611 4.777
H -4.943 -0.857 5.846
H -5.134 0.070 4.357
H -3.431 0.915 6.770
H -5.006 1.578 6.374
H -3.241 3.109 5.590
H -4.129 2.454 4.216



7.
54
Properties=species:S:1:pos:R:3 method="wB97M-V/def2-TZVPD" e_above_lowest_kcal_mol=24.62 homo_lumo_gap_ha=0.3333 smiles="CSC1(C(=O)N2C[C@H]3CSC[C@@]3(C)C2)CN(C(=O)[C@@H]2CC3(CC3)CO2)C1" total_energy_ha=-1872.38499 lumo_energy_ev=0.4 fmax_ev_per_a=0.2 charge=0
C -0.133 1.409 0.493
S 0.299 -0.327 0.276
C 2.033 -0.148 -0.209
C 2.121 0.638 -1.507
O 2.378 1.833 -1.488
N 1.868 -0.012 -2.665
C 1.366 -1.380 -2.830
C 0.540 -1.277 -4.105
C -0.837 -0.667 -3.826
S -1.301 0.360 -5.256
C 0.362 0.316 -5.991
C 1.319 -0.254 -4.954
C 2.548 -0.865 -5.621
C 1.733 0.776 -3.898
C 2.968 0.380 0.907
N 3.646 -0.916 0.897
C 4.337 -1.459 1.926
O 4.676 -0.799 2.890
C 4.734 -2.923 1.772
C 5.430 -3.298 0.442
C 4.623 -4.484 -0.060
C 4.043 -4.508 -1.444
C 5.143 -5.464 -1.060
C 3.797 -4.912 1.130
O 3.536 -3.703 1.826
C 2.789 -1.500 -0.134
H -1.160 1.425 0.853
H 0.514 1.875 1.235
H -0.065 1.961 -0.442
H 2.188 -2.092 -2.956
H 0.766 -1.687 -1.974
H 0.441 -2.234 -4.620
H -1.594 -1.435 -3.678
H -0.800 -0.043 -2.931
H 0.347 -0.321 -6.876
H 0.653 1.321 -6.297
H 3.053 -0.125 -6.244
H 3.269 -1.214 -4.878
H 2.270 -1.710 -6.254
H 0.971 1.550 -3.761
H 2.669 1.277 -4.143
H 3.592 1.220 0.611
H 2.473 0.589 1.856
H 5.372 -3.160 2.627
H 5.431 -2.469 -0.266
H 6.468 -3.574 0.632
H 3.043 -4.906 -1.570
H 4.301 -3.695 -2.111
H 6.129 -5.290 -1.470
H 4.890 -6.509 -0.931
H 2.843 -5.369 0.869
H 4.360 -5.601 1.774
H 2.191 -2.345 0.209
H 3.321 -1.777 -1.045



8.
54
Properties=species:S:1:pos:R:3 method="wB97M-V/def2-TZVPD" e_above_lowest_kcal_mol=33.00 homo_lumo_gap_ha=0.3290 smiles="CSC1(C(=O)N2C[C@H]3CSC[C@@]3(C)C2)CN(C(=O)[C@@H]2CC3(CC3)CO2)C1" total_energy_ha=-1872.37163 lumo_energy_ev=0.4 fmax_ev_per_a=0.3 charge=0
C -0.160 1.330 0.131
S 0.190 -0.432 0.003
C 1.964 -0.370 -0.342
C 2.271 0.302 -1.675
O 2.576 1.480 -1.713
N 2.291 -0.497 -2.780
C 1.560 -1.741 -2.979
C 0.626 -1.485 -4.179
C -0.805 -1.128 -3.771
S -0.818 0.651 -3.447
C 0.239 0.893 -4.892
C 1.257 -0.267 -4.933
C 1.625 -0.575 -6.380
C 2.516 0.058 -4.104
C 2.808 0.188 0.836
N 3.367 -1.148 1.015
C 4.120 -1.566 2.064
O 4.292 -0.843 3.027
C 4.827 -2.933 2.016
C 5.055 -3.581 0.646
C 3.967 -4.651 0.568
C 3.269 -5.015 -0.704
C 4.241 -5.975 -0.078
C 3.227 -4.569 1.893
O 4.105 -3.895 2.780
C 2.628 -1.752 -0.090
H -1.229 1.415 0.318
H 0.385 1.771 0.963
H 0.087 1.840 -0.797
H 2.274 -2.533 -3.233
H 1.019 -2.047 -2.087
H 0.604 -2.374 -4.812
H -1.501 -1.351 -4.581
H -1.133 -1.662 -2.880
H -0.374 0.888 -5.796
H 0.729 1.863 -4.815
H 2.084 0.294 -6.857
H 2.335 -1.403 -6.436
H 0.740 -0.847 -6.957
H 2.759 1.115 -4.043
H 3.373 -0.462 -4.549
H 3.547 0.933 0.545
H 2.227 0.539 1.688
H 5.762 -2.751 2.544
H 5.018 -2.858 -0.167
H 6.043 -4.041 0.631
H 2.213 -5.253 -0.657
H 3.569 -4.506 -1.612
H 5.203 -6.114 -0.552
H 3.845 -6.864 0.397
H 2.285 -4.013 1.797
H 3.008 -5.546 2.323
H 1.932 -2.538 0.209
H 3.245 -2.101 -0.918



9.
56
Properties=species:S:1:pos:R:3 method="wB97M-V/def2-TZVPD" e_above_lowest_kcal_mol=3.02 homo_lumo_gap_ha=0.3198 smiles="CCOC(=O)c1c(C)[nH]c(C(=O)COC(=O)CSCC(=O)N(CC)CC)c1C" total_energy_ha=-1700.00756 lumo_energy_ev=0.6 fmax_ev_per_a=1.1 charge=0
C -6.241 -0.577 2.382
C -5.650 0.310 1.302
H -5.482 1.329 1.672
H -6.314 0.375 0.431
O -4.404 -0.246 0.895
C -3.794 0.366 -0.141
O -4.269 1.333 -0.693
C -2.526 -0.262 -0.486
C -1.847 -1.268 0.216
N -0.721 -1.544 -0.443
C -0.590 -0.723 -1.542
C -1.726 0.090 -1.598
C -2.062 1.092 -2.636
H -2.179 2.075 -2.183
H -3.018 0.844 -3.093
H -1.286 1.130 -3.394
C 0.543 -0.738 -2.422
O 0.750 0.093 -3.290
C 1.541 -1.908 -2.268
H 2.033 -2.044 -3.235
H 1.036 -2.829 -1.961
O 2.593 -1.605 -1.353
C 2.542 -2.112 -0.126
O 1.662 -2.829 0.287
C 3.817 -1.802 0.623
H 4.486 -1.201 0.010
H 4.293 -2.745 0.897
S 3.526 -0.953 2.204
C 3.363 0.769 1.648
C 2.085 0.974 0.845
O 1.383 0.026 0.538
N 1.773 2.239 0.511
C 2.590 3.402 0.778
C 3.551 3.699 -0.374
H 4.245 2.875 -0.520
H 3.000 3.844 -1.300
H 4.119 4.600 -0.161
H 3.152 3.266 1.703
H 1.918 4.253 0.920
C 0.529 2.461 -0.216
C -0.653 2.563 0.742
H -1.573 2.715 0.186
H -0.743 1.641 1.310
H -0.519 3.392 1.435
H 0.378 1.623 -0.897
H 0.632 3.374 -0.803
H 3.339 1.350 2.570
H 4.249 1.038 1.072
H 0.022 -2.136 -0.077
C -2.203 -1.974 1.469
H -1.368 -2.589 1.798
H -2.455 -1.257 2.246
H -3.078 -2.604 1.314
H -7.193 -0.170 2.710
H -5.566 -0.633 3.232
H -6.398 -1.581 1.997